A | {
  "formula": "C5H15N2",
  "method": "ωB97M-V/def2-TZVPD",
  "species": ["C", "C", "C", "C", "C", "N", "N", "H", "H", "H", "H", "H", "H", "H", "H", "H", "H", "H", "H", "H", "H", "H"],
  "coordinates": [[-0.683, 1.312, 0.577], [-1.170, -0.090, 0.965], [-0.195, -1.216, 0.581], [-0.036, -1.412, -0.930], [0.993, -0.501, -1.660], [2.280, -1.061, -1.915], [-0.759, 2.290, 1.749], [-1.263, 1.711, -0.240], [0.347, 1.399, 0.243], [-2.139, -0.250, 0.485], [-1.346, -0.149, 2.045], [0.771, -0.989, 1.025], [-0.631, -2.114, 0.998], [-0.973, -1.218, -1.366], [0.222, -2.432, -1.184], [0.550, -0.184, -2.602], [1.140, 0.429, -1.112], [2.323, -1.796, -2.599], [2.822, -1.279, -1.097], [0.149, 2.253, 2.216], [-1.482, 2.062, 2.426], [-0.919, 3.232, 1.395]],
  "mulliken_charge": [-0.5641, -0.6798, -0.7705, -0.6947, -0.4186, -0.5674, -0.2850, 0.2985, 0.3495, 0.3713, 0.5162, 0.3485, 0.3283, 0.3882, 0.3784, 0.3443, 0.1835, 0.2385, 0.1726, 0.3639, 0.3388, 0.3594],
  "homo_energy_ev": -11.78,
  "charge": 1,
  "smiles": "NCCCCC[NH3+]",
  "orbital_gap_ha": 0.293
}

B | {
  "formula": "C5H15N2",
  "method": "ωB97M-V/def2-TZVPD",
  "species": ["C", "C", "C", "C", "C", "N", "N", "H", "H", "H", "H", "H", "H", "H", "H", "H", "H", "H", "H", "H", "H", "H"],
  "coordinates": [[1.019, -1.293, -1.135], [-1.071, -2.701, 1.165], [-0.936, 1.144, -0.953], [-0.049, 0.910, 1.107], [1.297, 2.003, -0.548], [1.196, -0.232, -0.440], [0.363, 0.917, -0.243], [0.288, -1.447, -1.813], [-0.949, -3.684, 0.989], [1.913, -1.918, -1.139], [-1.509, -2.490, 2.185], [-0.094, -2.332, 1.139], [-1.718, -2.280, 0.390], [-1.510, 0.157, -1.121], [-1.491, 1.957, -0.424], [-0.753, 1.596, -1.900], [0.833, 0.581, 1.649], [-0.366, 1.809, 1.445], [-0.833, 0.224, 1.300], [0.673, 2.848, -0.211], [2.271, 2.062, 0.105], [1.427, 2.170, -1.546]],
  "mulliken_charge": [-0.3316, -1.1080, -0.7100, -1.1644, -0.8068, -0.8150, 0.6994, 0.3603, 0.4079, 0.2870, 0.2811, 0.2219, 0.2144, 0.3055, 0.3356, 0.3521, 0.4227, 0.4715, 0.4788, 0.4045, 0.2871, 0.4061],
  "homo_energy_ev": -15.35,
  "charge": 1,
  "orbital_gap_ha": 0.439
}

C | {
  "formula": "C5H15N2",
  "method": "ωB97M-V/def2-TZVPD",
  "species": ["C", "C", "C", "C", "C", "N", "N", "H", "H", "H", "H", "H", "H", "H", "H", "H", "H", "H", "H", "H", "H", "H"],
  "coordinates": [[-1.790, -2.051, -1.471], [-0.570, -1.446, -0.802], [-0.698, -1.335, 0.725], [0.331, -0.401, 1.356], [0.009, 1.168, 1.201], [1.188, 1.868, 1.086], [1.401, 1.844, -1.670], [-2.704, -1.471, -1.323], [-1.993, -3.054, -1.096], [-1.631, -2.186, -2.542], [-0.336, -0.465, -1.199], [-0.563, -2.322, 1.177], [-1.713, -1.012, 0.981], [1.313, -0.501, 0.884], [0.473, -0.558, 2.427], [-0.652, 1.264, 0.308], [-0.564, 1.500, 2.078], [1.213, 2.689, 1.715], [1.382, 1.936, -0.646], [2.384, 1.739, -1.926], [1.073, 2.684, -2.148], [0.285, -2.080, -1.037]],
  "mulliken_charge": [-1.4111, -0.0824, -0.7241, -0.5121, -0.4425, -0.2334, -0.5360, 0.3483, 0.3326, 0.3792, 0.2340, 0.4008, 0.3166, 0.3717, 0.4120, 0.3611, 0.4300, 0.3048, 0.1995, 0.2882, 0.2738, 0.2891],
  "homo_energy_ev": -14.42,
  "charge": 1,
  "orbital_gap_ha": 0.202
}

D | {
  "formula": "C5H15N2",
  "method": "ωB97M-V/def2-TZVPD",
  "species": ["C", "C", "C", "C", "C", "N", "N", "H", "H", "H", "H", "H", "H", "H", "H", "H", "H", "H", "H", "H", "H", "H"],
  "coordinates": [[-2.109, -0.367, 1.745], [-1.043, 0.440, 1.036], [0.336, -0.224, 1.211], [1.362, -0.206, 0.097], [2.005, 0.100, -2.225], [0.889, -0.067, -1.296], [-1.390, 0.537, -0.450], [-3.074, 0.114, 1.655], [-2.183, -1.354, 1.277], [-1.786, -0.555, 2.778], [-0.997, 1.449, 1.407], [0.765, 0.351, 2.013], [0.285, -1.225, 1.655], [2.106, -0.993, 0.170], [1.952, 0.692, 0.264], [1.683, 0.543, -3.146], [2.495, -0.864, -2.443], [2.745, 0.784, -1.810], [0.370, -0.885, -1.590], [-0.538, 0.352, -1.030], [-2.158, -0.099, -0.634], [-1.716, 1.478, -0.683]],
  "mulliken_charge": [-1.6422, 0.4387, -1.0864, -0.6327, -0.9493, -0.5276, -0.2444, 0.4270, 0.4874, 0.3841, 0.3038, 0.3364, 0.4089, 0.4400, 0.4263, 0.3606, 0.2931, 0.3169, 0.3046, 0.4096, 0.3777, 0.3676],
  "homo_energy_ev": -13.80,
  "charge": 1,
  "smiles": "CNCC[C@H](C)[NH3+]",
  "orbital_gap_ha": 0.396
}

Stability summary - winner: D; margin: 0.243 eV.

A | {
  "formula": "C5H15N2",
  "method": "ωB97M-V/def2-TZVPD",
  "species": ["C", "C", "C", "C", "C", "N", "N", "H", "H", "H", "H", "H", "H", "H", "H", "H", "H", "H", "H", "H", "H", "H"],
  "coordinates": [[-1.097, -0.263, -0.834], [0.415, -0.536, -0.704], [1.588, 0.588, -0.587], [2.124, 0.595, 0.877], [2.516, -0.824, 1.303], [-3.239, 0.457, 1.678], [-1.555, 0.014, -2.184], [-1.472, -1.212, -0.433], [-1.258, 0.643, -0.110], [-3.725, -0.492, 1.946], [0.744, -1.507, -0.951], [1.131, 1.615, -0.840], [2.474, 0.261, -1.285], [3.040, 1.298, 0.985], [1.301, 0.908, 1.428], [2.606, -0.925, 2.424], [1.568, -1.355, 0.995], [-3.805, 0.963, 1.058], [3.414, -1.253, 0.915], [-3.090, 0.979, 2.466], [-0.569, 0.070, -2.592], [-2.074, -0.650, -2.796]],
  "mulliken_charge": [-0.2471, -0.5024, -0.3604, -0.4617, -0.9388, -0.6917, -0.4443, 0.2532, 0.2505, 0.2491, 0.5684, 0.3285, 0.3646, 0.3040, 0.3538, 0.2996, 0.3007, 0.2369, 0.3313, 0.2168, 0.2861, 0.3031],
  "homo_energy_ev": -13.13,
  "charge": 1,
  "orbital_gap_ha": 0.219
}

B | {
  "formula": "C5H15N2",
  "method": "ωB97M-V/def2-TZVPD",
  "species": ["C", "N", "C", "C", "C", "N", "C", "H", "H", "H", "H", "H", "H", "H", "H", "H", "H", "H", "H", "H", "H", "H"],
  "coordinates": [[1.007, 0.422, 1.139], [-0.341, 0.502, 0.513], [-1.491, 0.271, 1.440], [-2.753, -0.012, 0.638], [1.988, -0.104, 0.064], [1.152, -0.876, -0.914], [1.153, -0.378, -2.288], [0.907, -0.109, 2.085], [1.270, 1.451, 1.399], [-0.467, 1.249, -0.170], [-1.638, 1.207, 1.988], [-1.209, -0.575, 2.058], [-3.625, -0.158, 1.271], [-3.005, 0.775, -0.084], [-2.597, -0.873, -0.025], [2.431, 0.719, -0.488], [2.730, -0.795, 0.477], [1.455, -1.841, -0.918], [-0.229, -0.315, -0.196], [2.116, -0.466, -2.785], [0.364, -0.761, -2.936], [0.780, 0.668, -2.269]],
  "mulliken_charge": [-0.6555, -0.2569, -0.2025, -1.2511, -0.4458, -0.4744, -0.9738, 0.3530, 0.3510, 0.4315, 0.3324, 0.3224, 0.3640, 0.3349, 0.3659, 0.3155, 0.3684, 0.2385, 0.4761, 0.3659, 0.3321, 0.3083],
  "homo_energy_ev": -14.02,
  "charge": 1,
  "smiles": "CC[NH2+]CCNC",
  "orbital_gap_ha": 0.412
}

Stability summary - winner: B; margin: 4.359 eV.

A | {
  "formula": "C5H15N2",
  "method": "ωB97M-V/def2-TZVPD",
  "species": ["C", "C", "C", "C", "C", "N", "N", "H", "H", "H", "H", "H", "H", "H", "H", "H", "H", "H", "H", "H", "H", "H"],
  "coordinates": [[-0.522, -1.723, 0.071], [-3.200, 0.229, -0.305], [0.696, 0.849, 1.229], [2.320, -0.616, 0.311], [1.165, 0.997, -1.204], [-0.103, -0.662, -0.414], [1.013, 0.149, -0.023], [-0.134, -2.437, 0.827], [-3.068, -0.799, -0.095], [-1.322, -2.026, -0.476], [-2.267, 0.758, -0.113], [-3.487, 0.286, -1.467], [-4.094, 0.801, 0.041], [0.443, 0.202, 2.014], [1.699, 1.332, 1.665], [-0.113, 1.632, 1.204], [2.465, -1.319, -0.574], [3.080, 0.026, 0.420], [1.993, -1.214, 1.287], [1.788, 1.780, -0.908], [1.557, 0.335, -1.973], [0.091, 1.419, -1.518]],
  "mulliken_charge": [-0.2759, -0.7121, -0.7667, -0.8481, -0.7428, -0.6553, 0.2264, 0.2605, 0.1291, 0.3968, 0.0268, 0.2558, 0.3233, 0.4395, 0.3258, 0.3483, 0.3305, 0.4768, 0.3635, 0.4345, 0.3743, 0.2890],
  "homo_energy_ev": -14.99,
  "charge": 1,
  "orbital_gap_ha": 0.425
}

B | {
  "formula": "C5H15N2",
  "method": "ωB97M-V/def2-TZVPD",
  "species": ["C", "C", "N", "H", "H", "H", "H", "H", "H", "H", "H", "C", "C", "C", "N", "H", "H", "H", "H", "H", "H", "H"],
  "coordinates": [[0.185, -2.554, -0.158], [0.345, -1.493, -1.318], [-0.710, -0.469, -1.174], [1.015, -3.297, -0.165], [0.185, -2.074, 0.840], [-0.750, -3.151, -0.174], [1.295, -0.971, -1.322], [0.204, -1.962, -2.307], [-1.605, -0.910, -0.963], [-0.834, 0.065, -2.013], [-0.438, 0.141, -0.381], [0.331, 2.524, -0.601], [-0.231, 1.941, 0.691], [0.419, 1.077, 1.531], [-0.148, 0.378, 2.653], [1.337, 2.135, -0.844], [-0.356, 2.288, -1.435], [0.431, 3.612, -0.520], [-1.290, 2.165, 0.845], [1.489, 0.850, 1.333], [0.335, -0.550, 2.755], [-1.209, 0.255, 2.726]],
  "mulliken_charge": [-0.9347, -0.3523, -0.0651, 0.3371, 0.1854, 0.3571, 0.3126, 0.3843, 0.3648, 0.4284, -0.0864, -0.8861, -0.4270, -0.1970, -0.5271, 0.2699, 0.2562, 0.3440, 0.3368, 0.3422, 0.2865, 0.2705],
  "homo_energy_ev": -12.14,
  "charge": 1,
  "orbital_gap_ha": 0.327
}

C | {
  "formula": "C5H15N2",
  "method": "ωB97M-V/def2-TZVPD",
  "species": ["C", "N", "C", "C", "N", "C", "C", "H", "H", "H", "H", "H", "H", "H", "H", "H", "H", "H", "H", "H", "H", "H"],
  "coordinates": [[-0.643, -0.911, 0.944], [-0.312, -1.792, -0.163], [-1.351, -2.273, -1.248], [0.483, 0.291, 0.785], [0.377, 0.575, -0.724], [1.190, 1.841, -0.966], [0.312, 1.632, 1.641], [-0.461, -1.546, 1.828], [-1.500, -0.287, 1.196], [0.418, -2.527, -0.017], [-0.976, -3.237, -1.415], [-2.346, -2.243, -0.801], [-1.136, -1.727, -2.166], [1.516, -0.193, 0.724], [-0.533, 0.939, -1.130], [0.155, -0.460, -0.952], [0.513, 2.762, -0.928], [1.846, 1.988, -0.099], [1.755, 1.723, -1.909], [-0.419, 2.208, 1.109], [-0.293, 1.183, 2.431], [1.406, 2.053, 1.861]],
  "mulliken_charge": [-0.8900, -0.4299, -0.7966, -0.0252, -0.2518, -0.7959, -1.1425, 0.3426, 0.4792, 0.2894, 0.3532, 0.2768, 0.3025, 0.3305, 0.3738, 0.4988, 0.3096, 0.2917, 0.3397, 0.3739, 0.3895, 0.3806],
  "homo_energy_ev": -13.55,
  "charge": 1,
  "smiles": "CNC[C@H](C)[NH2+]C",
  "orbital_gap_ha": 0.396
}

D | {
  "formula": "C5H15N2",
  "method": "ωB97M-V/def2-TZVPD",
  "species": ["C", "C", "C", "C", "C", "N", "N", "H", "H", "H", "H", "H", "H", "H", "H", "H", "H", "H", "H", "H", "H", "H"],
  "coordinates": [[2.074, 2.048, 0.021], [0.659, 1.661, -0.419], [0.299, 0.127, -0.758], [-0.564, -0.547, 0.316], [-2.015, -0.148, 0.810], [-3.080, -0.687, 0.076], [1.597, -2.351, -0.128], [2.209, 1.671, 1.024], [2.830, 1.740, -0.691], [0.003, 1.960, 0.453], [0.258, 2.250, -1.370], [2.439, -1.784, -0.127], [-0.090, -0.007, -1.786], [-0.674, -1.589, -0.042], [-0.038, -0.607, 1.274], [-2.085, 1.041, 0.676], [-2.146, -0.597, 1.915], [-2.811, -1.112, -0.851], [-3.903, -1.079, 0.547], [0.941, -1.807, -0.659], [1.868, -3.279, -0.454], [2.227, 3.094, 0.172]],
  "mulliken_charge": [-1.2278, -0.3829, 0.2365, -1.0857, -0.1101, -0.4592, -0.5723, 0.3370, 0.3240, 0.2087, 0.3543, 0.2391, 0.3361, 0.5531, 0.4274, 0.1203, 0.3504, 0.2031, 0.2368, 0.2426, 0.2531, 0.4156],
  "homo_energy_ev": -13.06,
  "charge": 1,
  "orbital_gap_ha": 0.207
}

Stability summary - winner: B; margin: 2.482 eV.